(1)
Molecular formula: C3H8N2O
Method: DFT, wB97M-V/def2-TZVPD

```
! RIJCOSX wB97M-V def2-TZVPD def2/J DEFGRID3
* xyz 0 1
H -0.09 -2.83 1.16
N 0.39 -2.55 0.28
C 0.47 -1.24 0.43
N 0.97 -0.36 -0.50
C 0.80 1.09 -0.18
C -0.70 1.70 -0.48
O -1.54 0.88 0.44
H 0.26 -0.75 1.36
H 1.01 -0.70 -1.40
H 1.01 1.45 0.89
H 1.39 1.73 -0.82
H -1.04 1.62 -1.54
H -0.76 2.80 -0.23
H -2.46 0.72 0.01
*
```

## Properties
HOMO level   -8.739 eV

=====

(2)
Molecular formula: C6H12N2O
Method: DFT, wB97M-V/def2-TZVPD

```
! RIJCOSX wB97M-V def2-TZVPD def2/J DEFGRID3
* xyz 0 1
C -2.58 0.49 -0.19
C -0.26 -2.00 1.05
C -0.94 -1.17 0.01
O -1.80 -0.25 0.61
N -1.10 -1.42 -1.24
H -0.50 -2.18 -1.54
H -3.25 1.12 0.37
H -1.35 1.39 -0.73
H -2.89 0.01 -1.11
H -0.07 -1.42 1.95
H 0.69 -2.37 0.67
H -0.89 -2.85 1.31
C 2.92 0.90 0.42
C -0.08 1.60 -0.84
N 1.59 0.31 0.58
C 0.60 0.69 -0.03
H 2.93 1.75 -0.27
H 3.28 1.21 1.40
H 3.60 0.13 0.04
H 0.02 2.64 -0.53
H 0.08 1.44 -1.91
*
```

## Properties
HOMO level (spin up / spin down)   -6.906 / -6.713 eV

=====

(3)
Molecular formula: C27H59N3O7S2Si3V
Method: DFT, wB97M-V/def2-TZVPD

```
! RIJCOSX wB97M-V def2-TZVPD def2/J DEFGRID3
* xyz 2 2
V 0.40 0.46 0.34
C -0.59 -0.01 4.58
C -0.59 0.84 3.32
C 0.58 1.82 3.35
C -1.90 1.59 3.14
O -0.37 -0.03 2.13
Si -1.01 -1.60 1.94
S -0.45 -1.54 -0.15
O -2.57 -1.47 2.20
C -3.67 -2.41 2.47
C -4.95 -1.61 2.26
C -3.54 -2.88 3.91
C -3.57 -3.57 1.50
O -0.27 -2.72 2.78
C 0.87 -3.62 2.66
C 0.55 -4.68 1.61
C 1.04 -4.25 4.03
C 2.12 -2.83 2.27
H -0.63 0.64 5.45
H 0.33 -0.61 4.64
H -1.45 -0.68 4.62
H 0.49 2.48 4.21
H 0.58 2.45 2.45
H 1.53 1.28 3.44
H -2.08 2.24 3.99
H -2.73 0.89 3.04
H -1.86 2.21 2.24
H -4.96 -0.74 2.92
H -5.81 -2.23 2.49
H -5.02 -1.27 1.23
H -3.62 -2.03 4.60
H -2.59 -3.38 4.07
H -4.35 -3.58 4.14
H -3.57 -3.20 0.47
H -4.42 -4.24 1.63
H -2.65 -4.13 1.67
H -0.34 -5.24 1.90
H 1.38 -5.37 1.51
H 0.36 -4.21 0.64
H 0.11 -4.71 4.35
H 1.33 -3.50 4.77
H 1.82 -5.02 3.99
H 2.01 -2.41 1.27
H 2.98 -3.49 2.27
H 2.30 -2.02 2.99
C -2.93 2.24 -3.02
Si -2.00 0.93 -2.05
C -3.34 0.18 -0.94
C -1.10 -0.18 -3.28
C -0.66 1.64 -0.79
Si 0.42 3.04 -1.61
C -0.60 4.34 -2.50
C 1.70 2.23 -2.74
C 1.26 3.96 -0.18
H -3.89 1.82 -3.31
H -2.42 2.54 -3.94
H -3.14 3.14 -2.44
H -3.95 -0.51 -1.53
H -3.99 0.99 -0.60
H -2.97 -0.35 -0.07
H -1.84 -0.64 -3.94
H -0.53 -0.99 -2.82
H -0.43 0.41 -3.91
H -1.28 2.13 -0.01
H -0.79 4.09 -3.54
H -0.02 5.27 -2.49
H -1.55 4.55 -2.01
H 1.73 2.75 -3.70
H 1.50 1.18 -2.95
H 2.71 2.32 -2.31
H 0.64 4.79 0.15
H 2.21 4.39 -0.52
H 1.47 3.35 0.70
C 8.93 -0.28 3.93
C 8.20 -1.13 2.90
S 6.80 -0.21 2.24
O 5.60 -0.53 3.00
O 7.12 1.18 2.09
C 6.51 -0.87 0.55
C 5.84 0.19 -0.34
N 4.40 -0.04 -0.53
C 3.40 0.57 0.12
N 2.21 0.13 -0.34
C 2.47 -0.79 -1.33
C 3.81 -0.89 -1.46
N 4.51 -1.80 -2.34
O 5.71 -1.93 -2.18
O 3.81 -2.37 -3.16
C 3.60 1.58 1.18
H 9.66 -0.90 4.44
H 8.23 0.11 4.68
H 9.43 0.55 3.46
H 7.77 -2.04 3.33
H 8.83 -1.38 2.05
H 5.90 -1.77 0.67
H 7.48 -1.15 0.14
H 6.31 0.19 -1.31
H 5.97 1.17 0.11
H 1.71 -1.31 -1.88
H 4.19 2.42 0.81
H 4.15 1.15 2.02
H 2.65 1.96 1.53
*
```

## Properties
HOMO level (spin up / spin down)   -15.009 / -15.180 eV

=====

(4)
Molecular formula: C11H16AlF9O11S3
Method: DFT, wB97M-V/def2-TZVPD

```
! RIJCOSX wB97M-V def2-TZVPD def2/J DEFGRID3
* xyz 0 1
Al -0.84 -1.74 -0.26
C -2.10 0.11 -4.65
F -2.66 1.31 -4.71
F -2.42 -0.60 -5.70
F -0.79 0.23 -4.52
S -2.71 -0.78 -3.05
O -4.08 -1.17 -3.28
O -1.81 -1.95 -2.91
O -2.48 0.09 -1.90
C -3.62 -1.85 3.92
F -3.82 -3.02 4.51
F -4.57 -1.67 3.00
F -3.62 -0.87 4.79
S -1.97 -2.00 2.98
O -0.94 -2.25 3.97
O -2.05 -3.04 1.94
O -1.77 -0.70 2.28
C 1.95 -1.70 -4.42
F 3.10 -2.34 -4.59
F 1.94 -0.66 -5.22
F 0.93 -2.52 -4.71
S 1.84 -1.18 -2.58
O 0.72 -0.25 -2.40
O 1.53 -2.37 -1.77
O 3.12 -0.54 -2.32
C 0.16 3.13 -0.31
C -0.12 3.17 1.17
C -0.66 1.77 1.50
O -0.83 1.13 0.20
C -0.83 2.14 -0.85
H 1.14 2.70 -0.51
H 0.15 4.12 -0.76
H -0.79 3.99 1.41
H 0.75 3.39 1.80
H -1.62 1.88 1.99
H 0.08 1.29 2.13
H -1.82 2.59 -0.92
H -0.61 1.63 -1.78
C 2.43 0.21 3.10
C 3.16 0.67 1.80
C 2.51 -0.10 0.65
O 1.47 -0.90 1.30
C 1.82 -1.13 2.68
H 1.64 0.95 3.28
H 3.12 0.17 3.93
H 4.20 0.37 1.89
H 3.08 1.76 1.75
H 3.21 -0.76 0.14
H 1.99 0.56 -0.04
H 2.55 -1.94 2.77
H 0.93 -1.33 3.27
*
```

## Properties
HOMO level   -10.708 eV

=====

(5)
Molecular formula: C10H23N2OP
Method: DFT, wB97M-V/def2-TZVPD

```
! RIJCOSX wB97M-V def2-TZVPD def2/J DEFGRID3
* xyz 0 1
C 0.27 0.26 2.03
P 0.35 0.33 0.36
N 1.40 0.58 -0.71
C 2.87 0.75 -0.48
C 3.35 -0.52 0.29
C 4.90 -0.55 0.22
N -1.22 0.14 -0.20
C -2.02 -1.05 0.10
C -1.48 -2.23 -0.65
C 0.00 -2.48 -0.22
C -1.85 1.01 -1.25
C -3.14 1.66 -0.81
C -3.00 2.61 0.36
O -2.49 2.04 1.47
H 1.07 0.14 2.69
H -0.83 0.12 2.29
H 3.11 1.52 0.13
H 3.30 0.72 -1.58
H 3.13 -0.43 1.38
H 2.92 -1.33 -0.26
H 5.31 0.38 0.43
H 5.17 -1.39 0.76
H 5.21 -0.81 -0.77
H -3.15 -0.77 0.02
H -1.91 -1.17 1.27
H -2.16 -3.15 -0.53
H -1.58 -2.11 -1.75
H 0.67 -2.07 -0.99
H 0.27 -2.14 0.70
H 0.17 -3.56 -0.30
H -2.07 0.40 -2.15
H -1.08 1.82 -1.60
H -3.63 2.25 -1.70
H -3.88 0.83 -0.57
H -2.43 3.50 0.10
H -3.94 3.02 0.66
H -1.63 1.68 1.26
*
```

## Properties
HOMO level   -8.072 eV

=====

(6)
Molecular formula: C26H29NO4ReSeSi
Method: DFT, wB97M-V/def2-TZVPD

```
! RIJCOSX wB97M-V def2-TZVPD def2/J DEFGRID3
* xyz 1 1
Re 2.20 -0.44 -0.46
C 0.83 -2.02 -0.54
Si -0.76 -0.98 -0.97
C -0.20 0.76 -1.61
N 0.91 1.34 -0.79
C 1.76 2.28 -1.57
C 0.99 3.50 -2.08
C 0.15 4.16 -0.97
C 0.53 3.58 0.39
C 0.36 2.06 0.42
C -1.76 -0.79 0.60
C -1.40 -1.39 1.81
C -2.22 -1.31 2.92
C -3.42 -0.62 2.85
C -3.80 -0.01 1.66
C -2.98 -0.10 0.55
C -1.69 -1.82 -2.35
C -1.28 -1.74 -3.68
C -2.02 -2.36 -4.68
C -3.16 -3.08 -4.36
C -3.56 -3.19 -3.04
C -2.83 -2.56 -2.04
H 1.12 -2.60 -1.42
H 0.63 -2.69 0.28
H -1.03 1.46 -1.67
H 0.17 0.61 -2.63
H 2.20 1.78 -2.42
H 2.58 2.60 -0.92
H 0.35 3.20 -2.92
H 1.73 4.19 -2.48
H -0.92 4.00 -1.14
H 0.31 5.23 -0.96
H -0.10 3.99 1.17
H 1.56 3.84 0.63
H -0.70 1.81 0.50
H 0.86 1.68 1.30
H -0.46 -1.92 1.88
H -1.93 -1.80 3.84
H -4.07 -0.57 3.72
H -4.74 0.53 1.60
H -3.29 0.36 -0.38
H -0.39 -1.19 -3.95
H -1.69 -2.28 -5.71
H -3.73 -3.57 -5.14
H -4.45 -3.75 -2.78
H -3.15 -2.64 -1.00
O 2.25 -0.55 -2.44
Se 3.91 -0.53 -2.40
O 4.56 -1.77 -3.11
O 4.01 -0.74 -0.65
O 4.42 0.92 -2.73
C 1.99 -0.39 1.38
C 1.90 -0.39 2.78
C 2.91 -1.11 3.47
C 2.94 -1.11 4.85
C 1.99 -0.40 5.57
C 0.98 0.29 4.91
C 0.92 0.29 3.53
H 3.65 -1.64 2.89
H 3.71 -1.66 5.37
H 2.04 -0.38 6.65
H 0.23 0.83 5.48
H 0.10 0.79 3.03
*
```

## Properties
HOMO level   -12.122 eV

=====

(7)
Molecular formula: C17H19ClN2O2
Method: DFT, wB97M-V/def2-TZVPD

```
! RIJCOSX wB97M-V def2-TZVPD def2/J DEFGRID3
* xyz 0 1
C 1.37 0.21 2.31
C 2.16 0.55 1.09
C 3.33 -0.15 0.84
C 4.12 0.14 -0.26
Cl 5.56 -0.78 -0.54
C 3.77 1.16 -1.13
C 2.61 1.87 -0.89
C 1.79 1.56 0.19
C 0.53 2.37 0.28
O 0.56 3.58 0.24
C -0.77 1.59 0.34
C -1.98 2.47 0.01
C -3.24 1.63 0.12
C -3.14 0.38 -0.76
N -1.97 -0.39 -0.37
C -1.92 -1.69 -0.98
C -0.94 -2.61 -0.32
C -0.67 -3.95 -0.71
C 0.27 -4.36 0.18
O 0.54 -3.37 1.03
N -0.21 -2.29 0.71
C -0.76 0.38 -0.60
H 0.59 -0.51 2.06
H 0.90 1.10 2.74
H 2.01 -0.24 3.06
H 3.63 -0.93 1.52
H 4.40 1.39 -1.98
H 2.33 2.67 -1.55
H -0.89 1.21 1.35
H -2.02 3.32 0.69
H -1.87 2.86 -1.01
H -4.11 2.21 -0.18
H -3.38 1.31 1.15
H -4.03 -0.24 -0.61
H -3.09 0.68 -1.82
H -1.67 -1.65 -2.06
H -2.91 -2.15 -0.90
H -1.10 -4.50 -1.52
H 0.80 -5.28 0.32
H 0.10 -0.25 -0.39
H -0.69 0.72 -1.65
*
```

## Properties
HOMO level   -8.952 eV

=====

(8)
Molecular formula: HO2S2
Method: DFT, wB97M-V/def2-TZVPD

```
! RIJCOSX wB97M-V def2-TZVPD def2/J DEFGRID3
* xyz -1 1
O -0.68 -1.09 1.39
S 0.05 0.03 0.06
O 0.72 1.23 0.49
S 1.04 -0.72 -1.44
H -1.13 0.55 -0.50
*
```

## Properties
HOMO level   -4.378 eV

=====

(9)
Molecular formula: C8H18N2
Method: DFT, wB97M-V/def2-TZVPD

```
! RIJCOSX wB97M-V def2-TZVPD def2/J DEFGRID3
* xyz 2 1
C 1.39 0.23 -0.24
C -0.40 1.00 0.78
C 1.84 -2.14 0.28
C 2.09 0.44 -1.54
C 0.92 2.80 0.22
C -3.13 -0.04 0.95
C -2.02 -0.82 -1.03
C 1.31 -0.84 0.64
N 0.65 1.33 0.13
N -1.93 -0.52 0.39
H -1.36 -1.25 0.98
H -1.00 1.63 1.42
H 1.92 -2.39 -0.82
H 2.81 -2.16 0.78
H 1.13 -2.84 0.80
H 3.10 0.01 -1.42
H 1.58 -0.08 -2.37
H 2.10 1.48 -1.83
H 0.13 3.21 0.85
H 0.88 3.24 -0.88
H 1.79 3.06 0.79
H -3.03 0.89 1.57
H -3.77 -0.80 1.48
H -3.66 0.27 0.09
H -1.07 -1.02 -1.52
H -2.64 -0.01 -1.43
H -2.44 -1.83 -1.14
H 1.05 -0.66 1.62
*
```

## Properties
HOMO level (spin up / spin down)   -17.747 / -17.747 eV

=====

(10)
Molecular formula: C2H10O2
Method: DFT, wB97M-V/def2-TZVPD

```
! RIJCOSX wB97M-V def2-TZVPD def2/J DEFGRID3
* xyz 0 1
C -1.14 -0.03 -0.48
C -1.88 0.68 0.72
H -0.41 0.75 -0.83
H -1.98 -0.20 -1.15
H -0.46 -0.84 -0.18
H -2.67 1.20 0.14
H -2.55 0.06 1.34
H -1.17 1.22 1.31
O 1.85 -0.30 1.57
H 2.64 0.11 1.92
H 1.84 -0.10 0.63
O 2.00 -0.64 -1.30
H 2.04 -1.59 -1.49
H 1.90 -0.33 -2.21
*
```

## Properties
HOMO level   -11.024 eV

=====

(11)
Molecular formula: C29H42BBrFN3O4P
Method: DFT, wB97M-V/def2-TZVPD

```
! RIJCOSX wB97M-V def2-TZVPD def2/J DEFGRID3
* xyz 1 1
C -1.28 4.48 -3.21
O -0.57 3.45 -2.43
C -0.89 3.59 -1.00
C -0.91 2.03 -0.39
C 0.59 1.53 0.11
C 0.66 -0.12 0.36
C -0.67 -1.03 0.09
C -0.56 -2.67 0.30
C -1.90 -3.59 -0.01
C -2.09 -3.66 -1.67
F -3.16 -3.01 0.57
C 0.90 -3.24 0.79
P 1.05 -5.14 1.03
O 0.54 -6.00 -0.42
Br -0.38 -5.86 2.68
C 2.22 -2.23 1.03
C 3.61 -2.97 1.47
C 3.65 -3.49 3.03
O 4.39 -4.61 3.26
N 2.92 -2.88 4.20
C 1.73 -3.73 4.60
C 3.86 -2.99 5.42
N 2.00 -0.75 0.81
B 3.15 0.23 1.01
O 3.53 0.75 2.34
N 3.96 0.72 -0.22
C 3.68 -0.16 -1.43
C 5.46 0.58 0.10
H -0.60 5.45 -3.17
H -1.35 4.10 -4.34
H -2.38 4.68 -2.87
H -1.93 4.14 -0.80
H -0.02 4.14 -0.40
H -1.40 1.35 -1.20
H -1.62 2.01 0.56
H 0.81 2.14 1.11
H 1.33 1.85 -0.77
H -1.72 -0.63 -0.29
H -1.77 -4.72 0.34
H -1.04 -4.06 -2.07
H -2.98 -4.35 -1.99
H -2.21 -2.55 -2.06
H -0.28 -6.51 -0.11
H 4.59 -2.38 1.25
H 3.68 -3.96 0.80
H 0.70 -3.32 4.22
H 1.94 -4.82 4.17
H 1.77 -3.86 5.78
H 3.98 -4.11 5.79
H 3.40 -2.41 6.35
H 4.94 -2.57 5.20
H 3.70 1.74 2.18
H 4.38 0.27 -2.30
H 2.57 -0.07 -1.80
H 4.02 -1.28 -1.23
H 6.06 0.56 -0.91
H 5.81 1.52 0.70
H 5.67 -0.43 0.69
C -4.99 -2.17 -4.52
C -5.29 -2.30 -5.87
C -4.66 -1.47 -6.81
C -3.73 -0.53 -6.38
C -3.42 -0.41 -5.03
C -4.06 -1.23 -4.09
H -5.48 -2.81 -3.79
H -6.02 -3.04 -6.20
H -4.90 -1.57 -7.86
H -3.23 0.11 -7.11
H -2.69 0.33 -4.70
H -3.83 -1.13 -3.04
C -2.83 5.26 2.91
C -1.53 4.93 2.51
C -0.64 5.92 2.12
C -1.04 7.26 2.12
C -2.34 7.60 2.52
C -3.23 6.60 2.90
H -3.52 4.49 3.21
H -1.22 3.88 2.52
H 0.36 5.66 1.80
H -0.35 8.04 1.81
H -2.65 8.64 2.52
H -4.24 6.86 3.21
*
```

## Properties
HOMO level   -11.165 eV

=====

(12)
Molecular formula: CH6N3O2
Method: DFT, wB97M-V/def2-TZVPD

```
! RIJCOSX wB97M-V def2-TZVPD def2/J DEFGRID3
* xyz 1 1
C 0.26 -0.09 -0.62
N -0.44 -1.04 -1.16
N -0.42 0.10 1.80
N 1.12 0.73 -1.08
O -1.54 -0.59 1.82
O 1.73 1.70 -0.32
H -1.07 -1.59 -0.58
H -0.44 -1.26 -2.15
H 0.34 -0.54 2.06
H 1.53 0.74 -2.01
H -2.30 0.02 1.71
H 1.23 1.82 0.52
*
```

## Properties
HOMO level (spin up / spin down)   -14.340 / -14.582 eV

=====

(13)
Molecular formula: C5H7NO2
Method: DFT, wB97M-V/def2-TZVPD

```
! RIJCOSX wB97M-V def2-TZVPD def2/J DEFGRID3
* xyz 0 1
C 2.03 0.78 -0.31
C 0.87 0.64 0.61
C 0.33 -0.78 0.69
O 0.83 -1.91 0.97
C -0.80 -0.37 -0.03
N -2.22 -1.07 -0.28
C -0.54 0.98 -0.11
O -1.24 1.97 -0.39
H 2.25 1.77 -0.83
H 1.91 -0.07 -1.00
H 2.93 0.42 0.21
H 0.90 1.24 1.45
H -2.13 -1.98 0.34
H -2.27 -1.32 -1.30
H -2.85 -0.30 0.00
*
```

## Properties
HOMO level   -8.558 eV

=====

Record-wise M values, in g mol⁻¹: 88.11, 128.17, 737.12, 618.40, 218.28, 712.77, 318.80, 97.14, 142.25, 66.10, 637.36, 92.08, 113.12